Entry 1:
60
Properties=species:S:1:pos:R:3:mulliken_charge:R:1 method="wB97M-V/def2-TZVPD" gap_ev=6.99 e_homo_ev=-4.69 charge=-1 largest_force_ev_per_a=1.2 de_lowest_kcal_mol=3.2 lumo_energy_ev=2.31 total_energy_ev=-150856.7940
Cd 1.11 0.40 -0.47 1.77
S -0.51 0.18 1.41 -0.72
C 0.32 1.12 2.61 0.67
C -0.09 0.93 3.92 -1.12
C 0.35 1.74 4.96 0.39
C -0.06 1.48 6.28 -0.04
N -0.37 1.23 7.36 -0.58
C 1.21 2.82 4.67 0.43
C 1.68 2.97 3.37 -0.99
C 1.30 2.12 2.33 0.60
S 2.07 2.38 0.81 -0.61
C 1.57 3.74 5.67 -0.04
N 1.82 4.50 6.49 -0.58
H -0.79 0.13 4.13 0.47
H 2.36 3.78 3.14 0.48
N 1.27 1.18 -4.82 0.30
C 1.54 0.44 -3.74 -0.42
N 1.31 1.16 -2.66 -0.14
C 0.80 2.33 -3.14 0.30
N 0.77 2.37 -4.45 -0.84
C 0.36 3.39 -2.25 0.31
C 0.56 4.74 -2.55 -0.52
N 0.17 5.70 -1.73 -0.65
C -0.43 5.32 -0.60 -0.35
C -0.64 3.98 -0.30 -0.26
N -0.24 3.02 -1.12 0.06
H 1.26 0.90 -5.79 0.22
H 1.98 -0.54 -3.74 0.50
H 1.05 5.06 -3.46 0.45
H -0.74 6.11 0.06 0.38
H -1.14 3.67 0.61 0.43
Br -6.51 -1.31 -0.53 -0.24
C -4.75 -1.17 -1.24 0.11
C -3.92 -0.15 -0.81 -0.78
C -2.63 -0.09 -1.30 -0.02
C -2.17 -1.04 -2.19 0.40
C -3.02 -2.05 -2.63 -0.37
C -4.32 -2.12 -2.16 -0.54
C -0.71 -1.03 -2.63 0.18
O -0.45 -0.77 -3.81 -0.73
O 0.10 -1.31 -1.71 -0.59
H -4.28 0.58 -0.09 0.45
H -1.96 0.70 -0.97 0.42
H -2.67 -2.78 -3.34 0.45
H -4.99 -2.90 -2.49 0.42
C 3.26 -4.98 0.00 -0.91
N 2.04 -4.34 0.40 0.06
C 0.86 -5.10 0.75 -0.65
C -0.15 -4.00 1.14 -0.57
N 0.62 -2.79 1.02 0.27
C 1.84 -3.01 0.52 0.58
S 2.98 -1.84 0.18 -0.66
H 3.61 -5.67 0.78 0.30
H 4.01 -4.21 -0.15 0.24
H 3.11 -5.54 -0.92 0.31
H 1.08 -5.78 1.58 0.35
H 0.52 -5.70 -0.11 0.33
H -0.52 -4.12 2.17 0.29
H -1.02 -3.98 0.47 0.26
H 0.20 -1.86 1.08 -0.28


Entry 2:
12
Properties=species:S:1:pos:R:3:mulliken_charge:R:1 method="wB97M-V/def2-TZVPD" gap_ev=9.58 e_homo_ev=-9.55 largest_force_ev_per_a=4.5 smiles="C=C[Si@@H](S)OS" de_lowest_kcal_mol=24.5 lumo_energy_ev=0.02 total_energy_ev=-33766.1015
C 1.87 1.28 0.26 -0.55
C 1.52 0.24 -0.43 -0.22
O -1.21 0.47 0.02 -0.26
Si -0.10 -0.65 -0.55 0.42
S -2.92 0.27 0.36 -0.11
S -0.65 -2.38 0.56 -0.25
H 2.87 1.65 0.14 0.23
H 1.24 1.82 0.81 0.36
H 2.42 -0.18 -1.13 0.19
H -0.42 -0.94 -2.21 -0.09
H -2.75 0.33 1.66 0.18
H -1.87 -1.89 0.51 0.10


Entry 3:
24
Properties=species:S:1:pos:R:3:mulliken_charge:R:1 method="wB97M-V/def2-TZVPD" gap_ev=8.82 e_homo_ev=-8.02 largest_force_ev_per_a=4.1 smiles="C=[S@@](=O)(C(C)C)N(C)C" de_lowest_kcal_mol=119.1 lumo_energy_ev=0.81 total_energy_ev=-20833.1942
C 0.45 2.34 0.64 -1.26
C 2.75 0.14 0.25 -1.10
C 1.21 -1.43 -0.92 -1.51
C -2.37 0.23 -1.20 -1.09
C -1.87 -0.06 1.26 -0.87
C 1.28 -0.47 0.18 0.37
N -1.42 -0.15 -0.13 -0.05
O 0.26 1.05 -1.70 -0.72
S 0.11 0.85 -0.30 0.94
H -0.04 3.23 0.32 0.35
H 0.14 1.98 1.56 0.42
H 2.91 0.96 -0.54 0.28
H 3.18 0.62 1.22 0.31
H 3.56 -0.65 0.08 0.33
H 1.40 -1.13 -1.90 0.43
H 0.19 -1.87 -0.97 0.37
H 1.77 -2.36 -0.91 0.45
H -1.87 0.31 -2.14 0.36
H -3.10 -0.48 -1.26 0.42
H -2.87 1.16 -0.89 0.37
H -1.43 0.87 1.69 0.31
H -3.00 -0.11 1.19 0.38
H -1.40 -0.92 1.83 0.20
H 1.04 -0.84 1.18 0.30


Entry 4:
18
Properties=species:S:1:pos:R:3:mulliken_charge:R:1 method="wB97M-V/def2-TZVPD" gap_ev=9.59 e_homo_ev=-9.78 largest_force_ev_per_a=6.0 de_lowest_kcal_mol=214.8 lumo_energy_ev=-0.19 total_energy_ev=-11377.5872
C -1.36 -1.24 -2.00 -1.03
C -0.92 -1.32 -0.54 -0.05
C 1.29 1.25 1.00 -0.16
C -0.04 2.01 1.46 -0.83
H -2.10 -0.46 -2.16 0.31
H -2.08 -2.25 -2.18 0.28
H -0.58 -1.06 -2.86 0.27
H -1.66 -0.99 0.31 0.26
H -0.42 -2.29 -0.46 0.24
H 2.10 1.52 1.72 0.39
H 1.52 1.55 -0.01 0.29
H 0.15 2.83 2.20 0.31
H -0.71 2.85 0.66 0.21
H -0.82 1.03 1.92 0.17
N 0.93 -0.27 0.89 0.04
N 2.13 -1.00 0.80 -0.13
O 0.24 -0.36 -0.55 -0.28
O 2.32 -1.80 -0.19 -0.30


Entry 5:
10
Properties=species:S:1:pos:R:3:mulliken_charge:R:1 method="wB97M-V/def2-TZVPD" gap_ev=10.67 e_homo_ev=-10.03 largest_force_ev_per_a=5.2 de_lowest_kcal_mol=69.3 lumo_energy_ev=0.64 total_energy_ev=-17535.9404
C -0.66 -0.15 -1.48 -0.19
N 1.82 0.40 1.49 -0.66
O -3.10 0.44 -0.48 -0.51
O -1.32 -1.35 -1.19 -0.32
S -1.83 -0.15 -0.13 0.51
H -0.94 0.45 -2.39 0.24
H 2.86 0.21 1.39 0.23
H 0.40 -0.19 -1.20 0.25
H 1.34 0.88 2.17 0.21
H 1.44 -0.54 1.81 0.22


Entry 6:
68
Properties=species:S:1:pos:R:3:mulliken_charge:R:1 method="wB97M-V/def2-TZVPD" gap_ev="8.22 / 4.02" e_homo_ev="-10.47 / -10.69" charge=+1 largest_force_ev_per_a=0.5 s2=8.83 spin_multiplicity=6 lumo_energy_ev="-2.25 / -6.67" total_energy_ev=-62049.5094
Ru 0.16 0.20 -0.61 -0.11
C 2.45 -1.37 1.81 -1.16
C 2.27 -0.01 2.42 1.21
C 3.29 0.57 3.16 -1.00
C 3.12 1.82 3.74 -0.98
C 1.93 2.50 3.58 -0.92
C 0.88 1.96 2.85 1.95
C -0.39 2.75 2.66 -1.49
C 1.07 0.69 2.29 -1.10
N 0.08 0.11 1.43 1.27
C -1.07 -0.40 1.83 1.03
C -1.61 -0.30 3.21 -1.86
C -1.77 -1.10 0.80 -0.41
C -3.24 -1.24 0.70 -1.66
N -0.94 -1.52 -0.26 0.38
C -0.86 -2.82 -0.65 -0.21
C -0.28 -3.15 -1.92 0.88
C 0.34 -2.13 -2.81 -0.86
C -0.35 -4.45 -2.38 -0.88
C -0.93 -5.46 -1.62 -0.86
C -1.39 -5.16 -0.34 -0.91
C -1.33 -3.89 0.19 1.44
C -1.71 -3.74 1.64 -1.20
H 3.51 -1.65 1.80 0.51
H 2.08 -1.42 0.78 0.02
H 1.91 -2.14 2.37 0.30
H 4.23 0.04 3.28 0.46
H 3.93 2.27 4.31 0.45
H 1.81 3.49 4.02 0.51
H -0.16 3.81 2.64 0.53
H -1.08 2.58 3.49 0.30
H -0.90 2.50 1.74 -0.01
H -0.89 0.14 3.89 0.43
H -1.90 -1.29 3.57 0.41
H -2.51 0.32 3.21 0.36
H -3.68 -1.50 1.67 0.49
H -3.52 -1.99 -0.03 0.36
H -3.68 -0.28 0.38 0.29
H -0.42 -1.51 -3.28 0.30
H 0.92 -2.62 -3.59 0.44
H 1.04 -1.47 -2.27 0.02
H 0.06 -4.69 -3.35 0.44
H -0.99 -6.47 -2.00 0.40
H -1.76 -5.97 0.28 0.52
H -1.50 -4.68 2.15 0.56
H -2.77 -3.52 1.77 0.27
H -1.13 -2.96 2.14 0.03
F -4.04 2.94 -2.71 -0.22
C -2.95 3.64 -3.08 0.59
F -3.27 4.32 -4.19 -0.30
F -2.69 4.53 -2.11 -0.21
C -1.77 2.73 -3.32 -0.23
C -1.12 2.73 -4.52 -0.11
C 0.00 1.91 -4.72 -1.07
C 0.38 1.09 -3.69 -0.44
N -0.27 1.06 -2.51 0.14
C -1.32 1.88 -2.29 0.78
S -1.91 1.77 -0.68 -0.40
H -1.46 3.38 -5.32 0.54
H 0.54 1.90 -5.65 0.43
H 1.24 0.43 -3.78 0.59
N 1.66 1.57 -0.51 -0.19
C 2.64 2.18 -0.45 0.35
C 3.78 2.98 -0.33 0.41
C 3.72 4.13 0.49 -0.01
N 3.67 5.06 1.17 -0.31
C 4.96 2.61 -0.99 -0.01
N 5.92 2.29 -1.55 -0.29


Entry 7:
105
Properties=species:S:1:pos:R:3:mulliken_charge:R:1 method="wB97M-V/def2-TZVPD" gap_ev=3.72 e_homo_ev=-8.00 largest_force_ev_per_a=6.5 lumo_energy_ev=-4.28 total_energy_ev=-186812.9503
C 4.85 -2.05 2.61 -0.18
C 4.21 -2.54 1.27 -0.78
C 3.29 -1.41 0.74 0.15
C 4.06 -0.32 -0.03 -0.91
C 4.53 0.86 0.83 -0.53
C 3.43 1.47 1.69 -0.84
C 2.02 1.55 1.06 0.16
C 0.82 1.84 2.09 -0.58
C -0.42 1.39 1.35 -0.64
C -0.77 0.04 1.46 -0.61
C -1.87 -0.41 0.75 0.09
C -2.61 0.48 0.00 -0.34
C -2.29 1.83 -0.10 -0.70
C -1.17 2.29 0.58 0.73
C -0.69 3.75 0.50 -0.57
S -1.76 4.77 -0.52 1.18
O -1.26 6.11 -0.46 -0.71
O -3.12 4.71 -0.03 -0.61
C -3.82 -0.02 -0.75 -0.31
O -4.14 0.46 -1.80 -0.47
C -4.58 -1.12 -0.05 0.62
C -5.94 -1.21 -0.14 -0.18
C -6.58 -2.24 0.58 -1.23
C -5.82 -3.13 1.35 -0.26
C -4.43 -3.05 1.40 -0.67
C -3.81 -2.04 0.70 0.65
C -2.31 -1.85 0.73 0.02
O -1.50 -2.73 0.71 -0.51
H 4.35 -1.14 2.97 -0.38
H 5.91 -1.82 2.46 -0.02
H 4.80 -2.84 3.37 0.44
H 3.63 -3.44 1.45 0.37
H 5.00 -2.70 0.53 0.37
H 2.52 -1.86 0.12 0.13
H 2.75 -1.01 1.62 -0.04
H 3.37 0.07 -0.78 0.34
H 4.89 -0.74 -0.60 0.62
H 5.30 0.47 1.52 0.01
H 4.94 1.63 0.18 0.47
H 3.34 0.98 2.68 -0.02
H 3.74 2.55 1.90 0.63
H 1.97 2.37 0.34 0.36
H 1.74 0.64 0.53 0.54
H 0.91 1.17 3.00 0.61
H 0.80 2.93 2.37 0.64
H -0.17 -0.65 2.04 0.22
H -2.91 2.45 -0.73 0.67
H 0.25 3.70 -0.07 0.19
H -0.55 4.21 1.48 0.42
H -1.64 4.22 -1.77 0.00
H -6.46 -0.48 -0.74 0.43
H -7.67 -2.28 0.53 0.48
H -6.29 -3.91 1.93 0.37
H -3.83 -3.73 2.00 0.52
C 12.03 -3.81 3.82 -0.45
C 11.39 -2.87 4.61 -0.67
C 10.13 -2.41 4.25 -0.21
C 9.54 -2.91 3.10 0.20
C 10.17 -3.84 2.30 -0.33
C 11.43 -4.29 2.67 -0.51
N 8.20 -2.45 2.73 0.96
O 7.65 -1.60 3.44 -0.61
O 7.70 -2.92 1.74 -0.55
H 13.01 -4.17 4.11 0.39
H 11.86 -2.49 5.51 0.39
H 9.64 -1.68 4.87 0.43
H 9.70 -4.22 1.41 0.46
H 11.94 -5.03 2.06 0.38
F 0.83 4.30 3.10 -0.84
Ca 2.81 1.67 4.12 1.70
O 6.89 -0.53 6.08 -0.66
H 7.06 -0.79 5.16 0.49
H 6.14 -1.08 6.35 0.27
Br -6.45 -4.11 -1.18 0.02
Be 7.57 -2.82 6.27 0.00
C -6.00 1.96 -3.39 -0.73
O -6.73 2.79 -4.31 -0.34
P -8.37 2.78 -4.14 1.20
O -8.57 3.15 -2.72 -0.66
O -8.52 1.18 -4.41 -0.36
C -8.07 0.65 -5.66 -0.71
O -9.90 3.07 -4.77 -0.31
C -10.10 4.30 -5.48 -0.76
H -5.36 2.59 -2.79 0.14
H -6.65 1.38 -2.74 0.40
H -5.38 1.27 -3.97 0.36
H -7.46 -0.23 -5.45 0.26
H -7.47 1.37 -6.22 0.34
H -8.93 0.35 -6.26 0.26
H -9.47 4.35 -6.37 0.32
H -9.89 5.16 -4.83 0.36
H -11.15 4.34 -5.79 0.23
O -5.60 -5.64 -4.12 -0.44
H -6.08 -5.14 -3.46 0.19
C -3.88 4.87 -4.32 -0.72
C -2.60 4.17 -4.24 0.50
N -1.60 3.61 -4.18 -0.49
H -3.71 5.90 -4.63 0.39
H -4.53 4.38 -5.05 0.20
H -4.37 4.86 -3.35 0.25
B 0.41 -3.54 -1.75 0.43
F 1.33 -3.23 -0.70 -0.33
F -0.28 -2.36 -2.11 -0.39
F 1.13 -4.03 -2.85 -0.38
F -0.49 -4.51 -1.29 -0.39


Entry 8:
14
Properties=species:S:1:pos:R:3:mulliken_charge:R:1 method="wB97M-V/def2-TZVPD" gap_ev=10.04 e_homo_ev=-9.40 largest_force_ev_per_a=2.3 smiles="N[C@H](CS)C(=O)O" de_lowest_kcal_mol=13.9 lumo_energy_ev=0.64 total_energy_ev=-19645.0026
O 0.70 -2.12 0.30 -0.54
C -0.27 -1.44 0.48 0.37
O -1.23 -1.68 1.38 -0.43
C -0.50 -0.11 -0.26 0.15
C 0.34 0.91 0.51 -0.74
S -0.01 2.59 -0.20 -0.24
N -0.01 -0.33 -1.62 -0.63
H -1.04 -2.40 1.97 0.35
H -1.56 0.04 -0.41 0.34
H 1.40 0.72 0.44 0.40
H 0.10 0.97 1.57 0.37
H 1.22 3.06 -0.38 0.14
H 0.90 -0.75 -1.67 0.24
H -0.04 0.53 -2.11 0.24


Entry 9:
29
Properties=species:S:1:pos:R:3:mulliken_charge:R:1 method="wB97M-V/def2-TZVPD" gap_ev=10.40 e_homo_ev=-13.07 charge=+1 largest_force_ev_per_a=5.5 de_lowest_kcal_mol=26.6 lumo_energy_ev=-2.67 total_energy_ev=-15175.0884
C 2.75 1.13 -1.43 -1.13
C -2.66 -1.54 0.19 -0.96
C 1.28 -1.89 -1.16 -0.82
C 2.22 1.26 0.03 -0.44
C -3.02 0.67 1.28 -0.47
C -2.63 -0.22 0.13 0.65
C 1.05 0.40 0.31 0.12
N 1.50 -1.17 0.15 -0.21
O -1.95 1.41 1.81 -0.53
O -2.11 0.39 -1.06 -0.55
O 0.61 0.63 1.62 -0.57
H 1.93 1.12 -2.20 0.31
H 3.50 0.39 -1.43 0.36
H 3.32 2.13 -1.62 0.34
H -2.75 -2.09 1.15 0.27
H -2.37 -2.17 -0.65 0.34
H 0.29 0.63 -0.50 0.21
H 1.92 -1.54 -1.94 0.35
H 1.45 -2.90 -0.98 0.43
H 0.28 -1.74 -1.47 0.26
H 3.04 1.04 0.85 0.27
H 1.79 2.31 0.17 0.30
H -3.56 0.09 2.05 0.32
H -3.82 1.35 0.94 0.33
H 2.30 -1.28 0.72 0.37
H 0.70 -1.62 0.70 0.40
H -2.20 2.23 2.24 0.29
H -2.58 0.05 -1.80 0.33
H -0.30 0.93 1.88 0.44


Entry 10:
113
Properties=species:S:1:pos:R:3:mulliken_charge:R:1 method="wB97M-V/def2-TZVPD" gap_ev="5.72 / 5.67" e_homo_ev="-11.76 / -11.92" charge=+2 largest_force_ev_per_a=1.8 s2=8.79 de_lowest_kcal_mol=41.5 spin_multiplicity=6 lumo_energy_ev="-6.03 / -6.25" total_energy_ev=-96490.6307
Ru 0.28 -0.13 -0.27 1.45
C -2.10 -2.20 -2.79 -0.94
C -2.77 -2.02 -1.43 -0.29
N -2.50 -0.73 -0.76 1.19
C -3.35 0.28 -1.44 -0.83
C -3.03 1.74 -1.13 -1.16
C -2.84 -0.89 0.66 -1.43
C -2.26 0.14 1.62 -1.15
N -0.80 0.09 1.66 0.93
C -0.16 0.76 2.66 -0.42
C 1.22 0.53 2.86 0.11
F 1.83 -0.35 2.02 -0.35
C 1.98 1.16 3.82 0.04
F 3.27 0.86 3.92 -0.34
C 1.41 2.10 4.65 -0.41
C 0.06 2.38 4.48 0.14
F -0.51 3.32 5.22 -0.33
C -0.70 1.73 3.53 0.45
F -1.98 2.12 3.38 -0.42
H -2.16 -3.25 -3.08 0.40
H -1.05 -1.92 -2.72 -0.12
H -2.57 -1.61 -3.57 0.45
H -2.41 -2.81 -0.77 -0.27
H -3.86 -2.15 -1.53 0.43
H -4.41 0.08 -1.21 0.33
H -3.21 0.13 -2.51 0.38
H -3.51 2.09 -0.22 0.36
H -3.38 2.37 -1.94 0.59
H -1.95 1.85 -1.04 -0.29
H -2.46 -1.86 0.99 0.16
H -3.93 -0.89 0.80 0.50
H -2.66 -0.08 2.61 0.53
H -2.61 1.14 1.35 0.47
H 1.99 2.61 5.41 0.55
O 6.98 2.27 0.67 -0.50
C 6.78 0.95 0.23 -0.70
C 5.32 0.74 -0.06 -0.11
C 4.87 -0.40 -0.71 -1.41
C 3.52 -0.53 -0.96 -1.18
N 2.62 0.40 -0.64 0.70
C 3.05 1.52 -0.03 0.35
C 4.39 1.70 0.30 -0.54
C 2.05 2.57 0.23 0.25
C 2.42 3.90 0.36 -1.17
C 1.46 4.87 0.62 0.26
C 1.86 6.31 0.81 -1.27
O 2.36 6.53 2.11 -0.52
C 0.15 4.44 0.80 -1.59
C -0.15 3.10 0.64 -0.93
N 0.77 2.18 0.33 2.30
H 7.92 2.45 0.75 0.33
H 7.10 0.22 0.99 0.33
H 7.35 0.74 -0.68 0.39
H 5.56 -1.18 -1.02 0.52
H 3.13 -1.39 -1.49 0.84
H 4.72 2.59 0.82 0.72
H 3.45 4.20 0.23 0.68
H 1.02 6.97 0.58 0.44
H 2.68 6.55 0.13 0.41
H 1.63 6.66 2.73 0.34
H -0.64 5.13 1.06 0.60
H -1.16 2.74 0.78 -0.02
C 1.86 -5.23 0.86 -1.00
N 1.56 -5.04 -0.56 0.17
C 0.32 -5.68 -0.89 -0.79
N -0.80 -5.26 0.01 0.41
C -0.42 -5.32 1.45 -0.85
N 0.82 -4.66 1.71 0.24
C 0.77 -3.21 1.64 -1.32
P 0.42 -2.53 -0.08 1.90
C 1.65 -3.64 -0.96 -1.16
C -2.02 -5.31 -0.37 -0.22
H 2.82 -4.76 1.09 0.39
H 1.95 -6.30 1.06 0.29
H 0.44 -6.76 -0.77 0.31
H 0.04 -5.46 -1.92 0.47
H -0.32 -6.37 1.72 0.31
H -1.22 -4.87 2.04 0.43
H 1.73 -2.81 1.97 0.35
H 0.01 -2.84 2.32 0.45
H 2.67 -3.31 -0.72 0.40
H 1.51 -3.56 -2.04 0.39
H -2.25 -5.46 -1.41 0.32
H -2.81 -5.21 0.37 0.34
C -1.17 6.67 -3.98 -1.50
C -1.00 5.16 -4.18 -0.01
C -0.26 4.53 -3.00 -0.76
N -0.32 3.07 -3.04 0.31
C 0.63 2.15 -3.03 -0.11
S 0.16 0.51 -2.82 -0.71
N 1.93 2.40 -3.23 0.52
C 2.66 3.54 -3.71 -0.19
O 3.66 3.86 -3.11 -0.54
C 2.21 4.15 -4.97 0.77
C 2.63 5.44 -5.27 -0.51
C 2.31 6.01 -6.49 -0.69
C 1.60 5.27 -7.43 -0.44
C 1.19 3.98 -7.14 -0.77
C 1.49 3.41 -5.91 -0.14
H -1.68 7.10 -4.84 0.41
H -0.20 7.16 -3.87 0.34
H -1.77 6.88 -3.09 0.37
H -0.45 4.97 -5.10 -0.04
H -1.98 4.69 -4.27 0.46
H -0.75 4.85 -2.07 0.45
H 0.77 4.86 -2.96 0.35
H -1.25 2.68 -2.96 0.09
H 2.54 1.67 -2.89 0.09
H 3.21 5.99 -4.53 0.49
H 2.63 7.02 -6.72 0.45
H 1.37 5.70 -8.39 0.43
H 0.64 3.40 -7.88 0.44
H 1.18 2.40 -5.69 0.41